Entry from OMol25: a molecular structure, C3H2CuFO in a non-equilibrium geometry (ωB97M-V with the def2-TZVPD basis set).

CARTESIAN COORDINATES (ANGSTROEM)
Cu 0.39362 -1.73197 -2.62727
F -0.07452 1.15794 2.20406
O 1.03550 -0.94034 -0.85587
C 0.18698 0.79182 0.93656
C -0.20829 -0.68680 -0.92640
C -0.71767 0.15053 0.18272
H 1.14449 1.18333 0.58697
H -1.76010 0.07549 0.49925

Calculated values
Orbital gap (spin up / spin down), eV: 4.70 / 6.31
Energy, hartree: -1930.9784
Multiplicity: 2
Total charge: -1
LUMO energy (spin up / spin down), eV: 3.806 / 3.808
Energy relative to the best compared isomer or geometry (same formula, charge and spin), eV: 0.000

Entry from OMol25: a molecular structure, C35H44CrNO2S2Se in a non-equilibrium geometry (ωB97M-V with the def2-TZVPD basis set).

CARTESIAN COORDINATES (ANGSTROEM)
Se -2.60682 1.65686 -0.48931
Cr -2.10270 0.74093 1.86090
S -0.96512 -1.08226 5.75089
S -3.23704 0.66442 4.67866
O -2.92354 -0.70376 1.21728
O -1.13277 2.23497 2.00528
N -1.22419 -0.23313 3.31953
C -0.46862 -1.10203 -4.70868
C 1.39499 4.35194 -3.41465
C 1.25937 3.10056 -1.27366
C 0.25969 -1.51820 4.57267
C -0.07579 -0.96759 3.32327
C -1.67908 -0.51934 -2.17691
C -2.20967 -0.19241 -0.94602
C -1.25502 -4.38710 0.99778
C -0.34537 2.56864 1.00335
C -1.71476 -2.79132 -1.50186
C -2.57283 -3.66586 0.67425
C -3.21962 -3.24874 1.99640
C 0.55583 4.50123 3.17764
C 2.10929 3.33649 -2.51200
C 2.90107 3.98043 2.53225
C 1.89131 -1.92898 2.39297
C 0.57478 -2.99604 -3.48400
C 0.94629 3.11878 1.15903
C -2.27922 -2.50113 -0.26643
C -1.71333 -3.24451 -4.48306
C -2.50611 -1.14635 0.05152
C 2.22872 -2.45654 3.63517
C -1.38534 -1.84197 -2.46484
C 0.74212 -1.18456 2.22023
C 2.29479 2.00084 -3.24761
C -3.54057 -4.62742 -0.03504
C 1.46002 2.16638 3.41590
C 3.49806 3.88922 -2.18459
C -1.82650 -0.18528 4.50287
C 1.41264 -2.26293 4.73768
C -0.75264 -2.28115 -3.77427
C 1.46946 3.43631 2.55369
C -0.80025 2.34504 -0.31097
C 1.70575 3.35002 0.02051
C -0.03283 2.61996 -1.42407
H 2.69716 3.74337 0.14198
H 0.90376 4.75500 4.17660
H -1.44657 -5.23075 1.65747
H 3.42721 4.84695 -1.67488
H 2.53837 -2.10247 1.54795
H 1.34199 1.57592 -3.55138
H -4.46687 -4.11081 -0.27871
H -0.56664 -3.70780 1.49904
H 1.87448 2.37957 4.39899
H 0.41898 3.99449 -3.73010
H -0.03829 -1.46885 -5.63844
H 1.25580 5.28700 -2.87604
H 4.06195 3.19374 -1.56722
H -1.48131 0.27373 -2.87863
H 1.98931 4.55063 -4.30410
H -1.38286 -0.56637 -4.95263
H -0.45174 2.43457 -2.40068
H -1.31040 -3.53499 -5.45065
H -1.50801 -3.82340 -1.73107
H -0.46644 4.13822 3.25071
H 0.24465 -0.41366 -4.26065
H -3.42568 -4.13707 2.59176
H 2.79683 1.28523 -2.59872
H 1.66889 -2.67933 5.69852
H 3.21990 4.18603 3.55193
H 3.14054 -3.02542 3.74096
H 4.05065 4.04107 -3.10961
H -2.67839 -2.76641 -4.63563
H 2.90381 2.14332 -4.13827
H 2.05849 1.38351 2.95106
H 0.44514 1.79810 3.54979
H -0.77137 -4.76195 0.09919
H 1.25340 -2.33598 -2.94736
H -3.77456 -5.46762 0.61545
H -3.11759 -5.01929 -0.95623
H 3.58876 3.25301 2.10574
H 0.46914 -0.76594 1.25876
H -2.56039 -2.60115 2.57274
H 0.56254 5.40342 2.56774
H 1.04821 -3.29476 -4.41721
H -1.86845 -4.14466 -3.89501
H 0.41897 -3.88713 -2.88222
H -4.15738 -2.72469 1.82821
H 2.95956 4.90919 1.96908

Calculated values
Orbital gap (spin up / spin down), eV: 7.08 / 7.52
Energy, hartree: -5807.6498
Multiplicity: 2
Total charge: 0
LUMO energy (spin up / spin down), eV: -0.631 / -0.212

Entry from OMol25: 2 unconnected molecules or ions with the total composition C2H7ClOSi in a non-equilibrium geometry (ωB97M-V with the def2-TZVPD basis set).

CARTESIAN COORDINATES (ANGSTROEM)
Cl 4.00579 -0.62633 0.32068
Si 0.03953 -0.00853 -0.47823
O 1.31622 -0.01176 -1.35129
C -1.58185 0.86293 -0.88566
C -0.27231 -0.78562 1.22911
H -2.31416 0.22419 -0.38736
H -0.68188 0.10085 1.76785
H 0.61180 -1.11934 1.70726
H -1.88677 0.96977 -2.03043
H -1.15115 -1.49789 1.25077
H -1.62960 1.91296 -0.50018
H 3.54438 -0.02124 -0.64251

Calculated values
Orbital gap, eV: 10.41
Energy, hartree: -905.3373
Total charge: 0
LUMO energy, eV: 0.257
Structure (SMILES): C[Si](C)=O.Cl
Energy relative to the best compared isomer or geometry (same formula, charge and spin), eV: 2.895

total charge of number 2 (C35H44CrNO2S2Se)?
0